1.
The following is a DFT calculation (ωB97M-V/def2-TZVPD) of one molecule with the formula C21H26N4O4 in a non-equilibrium geometry.

Output
**Kohn-Sham gap**: 9.0 eV
**2S+1**: 1
**Strongest force on any atom**: 1.33 eV/Å
**Energy relative to the best compared isomer or geometry (same formula, charge and spin)**: 2.148 eV
**LUMO**: 0.6 eV
**SMILES string**: CCc1ccc(NC(=O)C(=O)NCCN2CCN(C(=O)c3ccco3)CC2)cc1

The geometry in XYZ format:
```
55
Properties=species:S:1:pos:R:3:mulliken_charge:R:1
C 7.060 -0.050 -5.251 -1.05
H 7.591 0.152 -6.178 0.35
H 7.789 -0.178 -4.454 0.32
H 6.508 -0.981 -5.361 0.32
C 6.104 1.098 -4.920 -0.98
C 5.370 0.818 -3.640 0.58
C 4.164 0.128 -3.647 -0.72
C 3.500 -0.172 -2.474 -0.54
C 4.046 0.218 -1.255 0.80
C 5.257 0.906 -1.235 -0.64
C 5.907 1.199 -2.416 -0.61
H 6.845 1.735 -2.389 0.37
H 5.682 1.210 -0.288 0.37
N 3.422 -0.055 -0.037 -0.05
C 2.265 -0.686 0.223 0.69
O 1.470 -1.169 -0.564 -0.73
C 2.008 -0.721 1.736 0.44
O 2.762 -0.168 2.522 -0.74
N 0.910 -1.412 2.041 -0.09
C 0.331 -1.494 3.356 -1.15
H 0.122 -2.540 3.591 0.32
C -0.975 -0.683 3.418 -0.55
N -1.921 -1.225 2.456 0.22
C -2.245 -0.356 1.343 -0.76
H -1.333 0.106 0.961 0.33
C -3.267 0.730 1.726 -0.75
N -4.452 0.099 2.258 0.10
C -5.704 0.070 1.742 0.62
O -6.612 -0.519 2.315 -0.72
C -6.013 0.777 0.486 0.31
C -7.278 1.066 0.035 -0.43
C -7.124 1.686 -1.223 -0.49
C -5.783 1.723 -1.457 -0.46
O -5.104 1.180 -0.436 -0.28
H -5.207 2.093 -2.282 0.46
H -7.900 2.049 -1.864 0.45
H -8.187 0.853 0.556 0.52
C -4.156 -0.722 3.416 -0.77
C -3.128 -1.793 3.022 -1.06
H -2.867 -2.403 3.887 0.46
H -3.575 -2.444 2.264 0.42
H -5.088 -1.178 3.752 0.45
H -3.756 -0.083 4.212 0.29
H -3.502 1.348 0.865 0.54
H -2.843 1.370 2.512 0.24
H -2.674 -0.976 0.549 0.36
H -1.367 -0.736 4.437 0.43
H -0.742 0.364 3.200 0.34
H 1.063 -1.095 4.062 0.45
H 0.369 -1.770 1.263 0.32
H 3.894 0.270 0.806 0.17
H 2.564 -0.705 -2.492 0.47
H 3.733 -0.177 -4.590 0.35
H 6.675 2.025 -4.825 0.35
H 5.391 1.219 -5.737 0.35
```

---

2.
The following is a DFT calculation (ωB97M-V/def2-TZVPD) of one molecule with the formula C21H26N6O.

Output
**Kohn-Sham gap**: 8.8 eV
**2S+1**: 1
**Strongest force on any atom**: 0.92 eV/Å
**Energy relative to the best compared isomer or geometry (same formula, charge and spin)**: 1.192 eV
**LUMO**: 0.6 eV
**SMILES string**: Cc1ccccc1C(=O)Nc1ccnn1C1CCN(Cc2cnn(C)c2)CC1

The geometry in XYZ format:
```
54
Properties=species:S:1:pos:R:3:mulliken_charge:R:1
C -2.053 2.594 -1.267 -1.49
C -0.575 2.600 -1.015 0.80
C 0.310 3.017 -2.000 -0.65
C 1.673 3.066 -1.763 -0.66
C 2.174 2.697 -0.527 -0.60
C 1.308 2.246 0.453 -0.18
C -0.058 2.187 0.214 1.05
C -0.964 1.790 1.343 -0.34
O -1.602 2.605 1.974 -0.65
N -0.960 0.448 1.594 0.51
C -1.701 -0.124 2.617 0.55
C -2.206 0.459 3.764 -0.78
C -2.850 -0.584 4.435 -0.53
N -2.751 -1.712 3.767 -1.54
N -2.053 -1.438 2.654 1.06
C -1.842 -2.549 1.754 0.08
C -0.352 -2.856 1.496 -0.85
C -0.001 -2.714 0.017 -1.11
N -0.517 -1.435 -0.444 0.67
C -1.968 -1.493 -0.600 -0.26
C -2.623 -2.411 0.439 -1.38
H -2.725 -3.414 0.021 0.37
H -3.628 -2.048 0.660 0.47
H -2.239 -1.856 -1.606 0.52
H -2.355 -0.474 -0.502 -0.07
C 0.129 -0.933 -1.643 -1.34
C 1.568 -0.591 -1.424 1.56
C 2.479 -0.232 -2.397 -2.30
N 3.648 0.015 -1.776 0.83
N 3.553 -0.163 -0.467 -1.03
C 2.306 -0.523 -0.231 -0.36
H 1.989 -0.715 0.773 0.73
C 4.881 0.442 -2.369 -0.96
H 5.627 0.492 -1.579 0.31
H 5.208 -0.266 -3.133 0.37
H 4.769 1.428 -2.824 0.31
H 2.369 -0.138 -3.458 0.50
H -0.401 -0.024 -1.948 0.38
H 0.048 -1.656 -2.477 0.54
H -0.416 -3.552 -0.566 0.42
H 1.082 -2.730 -0.109 0.74
H 0.259 -2.166 2.079 0.31
H -0.114 -3.866 1.829 0.34
H -2.294 -3.379 2.309 0.37
H -3.372 -0.553 5.371 0.45
H -2.121 1.485 4.051 0.47
H -0.536 -0.186 0.907 -0.37
H 1.692 1.957 1.420 0.48
H 3.233 2.751 -0.324 0.41
H 2.340 3.412 -2.540 0.45
H -0.077 3.325 -2.961 0.39
H -2.587 2.932 -0.382 0.32
H -2.403 1.588 -1.507 0.18
H -2.303 3.245 -2.101 0.49
```

---

3.
The following is a DFT calculation (ωB97M-V/def2-TZVPD) of C21H27AsN5O9STeTi as an isolated structure in a non-equilibrium geometry.

Output
**Kohn-Sham gap (alpha / beta)**: 7.2 / 7.5 eV
**2S+1**: 2
**Strongest force on any atom**: 2.66 eV/Å
**Energy relative to the best compared isomer or geometry (same formula, charge and spin)**: 1.741 eV
**LUMO (alpha / beta)**: 0.0 / 0.0 eV
**<S²>**: 0.75

The geometry in XYZ format:
```
66
Properties=species:S:1:pos:R:3:mulliken_charge:R:1
Ti 0.519 1.612 -0.327 -0.05
O 0.409 3.863 1.943 -0.47
As 0.643 4.517 0.325 0.98
O 1.552 5.853 0.524 -0.78
O 1.363 3.221 -0.532 -0.55
C -1.144 5.028 -0.205 -0.68
C -1.378 6.385 -0.108 -0.52
C -2.652 6.879 -0.365 -0.58
C -3.683 6.026 -0.724 -0.57
C -3.455 4.665 -0.842 -0.37
C -2.187 4.178 -0.585 0.47
S -1.899 2.458 -0.736 1.36
O -1.214 2.039 0.537 -0.48
O -3.152 1.813 -0.967 -0.62
O -0.861 2.267 -1.772 -0.38
H 0.819 4.518 2.530 0.29
H -0.558 7.029 0.168 0.58
H -2.837 7.942 -0.285 0.39
H -4.670 6.423 -0.916 0.41
H -4.239 3.976 -1.129 0.52
N 3.818 1.353 -1.014 -0.49
C 3.365 0.054 -0.561 0.94
C 4.266 -1.096 -1.044 -1.11
C 4.096 -2.496 -0.424 -0.88
C 3.931 -2.526 1.102 -0.88
N 2.532 -2.357 1.476 0.23
C 2.094 -2.237 2.705 0.71
N 0.794 -1.998 2.938 -0.36
N 2.922 -2.430 3.742 -0.45
C 1.900 -0.198 -0.990 0.78
O 1.443 -1.315 -0.734 -0.51
O 1.275 0.629 -1.777 -0.69
H 3.635 1.499 -1.991 0.24
H 4.798 1.504 -0.830 0.27
H 3.377 0.071 0.518 0.08
H 5.290 -0.776 -0.854 0.38
H 4.147 -1.178 -2.127 0.19
H 4.979 -3.085 -0.669 0.51
H 3.238 -2.995 -0.875 0.20
H 4.535 -1.730 1.556 0.51
H 4.295 -3.482 1.484 0.61
H 1.921 -1.972 0.738 -0.05
H 0.251 -1.589 2.203 -0.03
H 0.530 -1.710 3.861 0.28
H 3.911 -2.473 3.565 0.23
H 2.645 -2.065 4.635 0.24
O 0.252 0.692 3.689 -0.70
C 0.670 0.783 2.568 0.74
N 1.068 0.907 1.436 -0.42
C -1.039 -3.003 -0.920 -0.96
Te -1.336 -0.910 -0.655 0.63
C -3.402 -1.438 -0.439 -1.24
C -3.540 -2.827 -1.000 0.54
C -4.792 -3.366 -1.295 -0.68
C -4.907 -4.646 -1.816 -0.52
C -3.762 -5.406 -2.046 -0.58
C -2.515 -4.876 -1.754 -0.61
C -2.392 -3.587 -1.235 0.39
H -0.604 -3.463 -0.028 0.44
H -0.331 -3.145 -1.736 0.48
H -4.004 -0.715 -0.981 0.50
H -3.696 -1.399 0.607 0.45
H -5.684 -2.771 -1.117 0.43
H -5.886 -5.050 -2.049 0.39
H -3.844 -6.407 -2.458 0.39
H -1.618 -5.466 -1.939 0.43
```

---

4.
The following is a DFT calculation (ωB97M-V/def2-TZVPD) of C21H27CaN4S4Si as an isolated structure.

Output
**Kohn-Sham gap**: 5.3 eV
**2S+1**: 1
**Net charge**: +1
**Strongest force on any atom**: 0.88 eV/Å
**Energy relative to the best compared isomer or geometry (same formula, charge and spin)**: 0.000 eV
**LUMO**: -3.4 eV

The geometry in XYZ format:
```
58
Properties=species:S:1:pos:R:3:mulliken_charge:R:1
Ca 0.162 0.136 -0.331 0.95
C 4.207 2.193 -0.262 -0.97
C 4.232 0.837 -0.945 -0.86
S 2.698 0.221 -1.671 0.09
C 2.281 1.403 -2.982 -1.01
C 1.763 2.793 -2.579 -0.61
S 0.343 2.731 -1.452 -0.04
C 0.732 3.925 -0.137 -0.37
C 2.153 3.966 0.400 -1.13
S 2.852 2.385 0.920 0.17
H 4.173 2.997 -0.995 0.40
H 5.155 2.303 0.266 0.50
H 4.486 0.058 -0.223 0.39
H 5.002 0.813 -1.717 0.51
H 1.520 0.889 -3.574 0.41
H 3.142 1.516 -3.643 0.53
H 1.461 3.317 -3.484 0.52
H 2.546 3.386 -2.115 0.12
H 0.045 3.636 0.661 0.13
H 0.443 4.920 -0.476 0.52
H 2.137 4.627 1.268 0.47
H 2.831 4.436 -0.312 0.56
S -5.217 -5.396 -0.584 0.19
N -5.384 -3.799 -0.697 -0.65
C -4.165 -3.296 -0.810 0.78
C -3.838 -1.892 -0.937 0.81
C -4.814 -0.894 -0.972 -0.58
C -4.422 0.417 -1.107 -0.82
C -3.060 0.696 -1.187 -0.27
N -2.119 -0.238 -1.148 -0.55
C -2.491 -1.529 -1.031 -0.39
C -1.433 -2.556 -1.028 -0.35
N -0.151 -2.147 -1.136 -0.55
C 0.810 -3.060 -1.167 -0.23
C 0.571 -4.429 -1.088 -0.81
C -0.728 -4.859 -0.961 -0.55
C -1.755 -3.914 -0.933 0.85
C -3.149 -4.282 -0.809 0.76
N -3.615 -5.516 -0.695 -0.65
H -5.856 -1.172 -0.895 0.54
H -5.137 1.225 -1.143 0.45
H -2.719 1.720 -1.287 0.43
H 1.825 -2.687 -1.258 0.38
H 1.401 -5.120 -1.119 0.45
H -0.976 -5.910 -0.885 0.54
C -1.300 -0.527 3.535 -1.15
Si 0.168 0.358 2.696 0.60
C 1.696 -0.409 3.537 -1.12
C 0.083 2.120 3.430 -1.14
H -1.249 -0.445 4.626 0.34
H -1.320 -1.592 3.287 0.28
H -2.258 -0.104 3.219 0.29
H 1.629 -0.319 4.626 0.34
H 2.624 0.081 3.226 0.28
H 1.792 -1.472 3.299 0.31
H 0.041 2.080 4.523 0.40
H -0.808 2.657 3.090 0.28
H 0.958 2.722 3.164 0.26
```

---

| no. | calculated total energy (eV) |
| --- | --- |
| 1 | -36350.24267 |
| 2 | -33186.99405 |
| 3 | -150179.56640 |
| 4 | -97830.53709 |